{
  "formula": "C4H34N2O14",
  "method": "ωB97M-V/def2-TZVPD",
  "elements": ["C", "C", "C", "O", "N", "C", "N", "O", "H", "H", "H", "H", "H", "H", "H", "H", "H", "H", "H", "H", "O", "H", "H", "O", "H", "H", "O", "H", "H", "O", "H", "H", "O", "H", "H", "O", "H", "H", "O", "H", "H", "O", "H", "H", "O", "H", "H", "O", "H", "H", "O", "H", "H", "O"],
  "xyz": [[0.06503, 0.14022, 0.31287], [-0.50235, 1.06209, 1.39297], [-0.54055, 0.41325, 2.77481], [0.27534, 2.22540, 1.39223], [-0.75572, -1.06535, 0.14289], [-0.95265, -1.54253, -1.13890], [-1.59371, -2.75497, -1.26916], [-0.74153, -0.81858, -2.13464], [0.13022, 0.67761, -0.62441], [1.10743, -0.11443, 0.53187], [-1.55207, 1.43187, 1.11716], [-1.33251, -0.30097, 2.86789], [0.33707, -0.12984, 2.97125], [-0.72244, 1.19781, 3.55385], [1.10980, 2.07997, 1.93346], [-0.70488, -1.74170, 0.95414], [-1.68384, -3.18454, -2.17184], [-1.41237, -3.43318, -0.54836], [3.01189, -1.27540, 0.68734], [3.54283, -2.79046, 0.86414], [2.77677, -2.17367, 1.04536], [-2.46804, 1.37149, -2.18542], [-2.30980, -0.02865, -2.67928], [-2.98704, 0.61130, -2.50766], [-3.74079, 1.77471, 0.37377], [-4.53770, 3.03539, 0.14482], [-3.67956, 2.75124, 0.39798], [1.58452, -2.77057, -0.09562], [1.45584, -2.58149, -1.64109], [1.04826, -2.94892, -0.83826], [2.60905, 0.04475, 3.05166], [3.55404, 1.36778, 3.26038], [2.80151, 0.94773, 2.71414], [-2.92010, -0.39783, 0.22944], [-3.66282, 0.26422, -1.01921], [-3.77652, 0.10547, 0.00321], [1.30792, -0.94183, -2.80033], [2.68860, -0.72935, -2.23291], [2.18559, -1.33766, -2.67504], [-0.07465, 0.63032, -2.66236], [-0.45792, 2.18662, -2.75315], [0.27441, 1.55923, -2.85837], [-2.47073, 2.93836, -0.82986], [-0.97723, 2.62874, -0.69645], [-1.66606, 2.63747, -1.33461], [1.00458, -3.00846, 1.74269], [0.21724, -3.25321, 3.13186], [0.10322, -3.04967, 2.18462], [3.39576, 0.56882, 1.14356], [3.05023, 0.89840, -0.35323], [3.51686, 0.26498, 0.22546], [1.46379, 1.95310, -1.77318], [1.50524, 2.45346, -0.32628], [2.10055, 2.15146, -0.99618]],
  "atomic_forces_ev_per_a": [[-0.505, -0.496, 0.113], [-1.385, -0.268, -0.140], [-1.199, 1.636, 0.136], [2.010, 0.877, 0.908], [-0.039, -0.542, 0.364], [-0.670, -0.318, 0.271], [0.019, 0.693, 0.701], [0.239, -0.815, 0.128], [-0.359, -0.075, -0.024], [-0.116, -0.104, 0.300], [1.348, -0.778, 0.297], [-0.677, -0.401, -0.110], [1.438, -0.529, 0.355], [0.289, -0.648, -0.632], [-1.381, 0.077, -0.863], [-0.108, 0.759, -1.466], [0.235, 0.438, -0.292], [0.049, 0.085, 0.168], [0.240, -0.258, -0.277], [-1.212, 1.280, 0.246], [1.234, -1.050, 0.331], [-0.090, 0.003, 0.012], [0.637, -0.916, -0.250], [-1.024, 0.865, -0.082], [0.037, -0.548, 0.067], [-1.221, 0.576, -0.256], [0.973, 0.116, 0.265], [1.473, 0.614, 0.825], [0.452, 0.047, 0.473], [-1.403, -1.303, -1.527], [0.424, 0.872, -0.003], [-1.836, -1.296, -1.084], [1.349, 0.533, 1.537], [-1.800, 1.056, -0.467], [-0.045, -0.500, 1.703], [1.854, -0.759, -1.128], [0.250, -0.030, 0.002], [2.041, 2.519, 1.799], [-2.207, -2.319, -2.100], [0.096, 1.595, -0.161], [0.013, -0.337, -0.013], [0.045, -1.077, -0.140], [0.439, -0.230, -0.076], [1.020, 0.023, 0.980], [-1.370, 0.715, -0.621], [-1.248, -0.058, 1.178], [0.186, 0.143, -0.806], [1.115, -0.001, -0.291], [0.014, 0.318, -0.449], [-0.245, 0.425, 0.042], [0.469, -0.835, 0.193], [0.925, 0.258, 0.790], [-0.576, 0.387, 1.020], [-0.197, -0.418, -1.948]],
  "lowdin_charge": [-0.119, -0.417, -0.026, -0.059, 0.085, -0.557, 0.185, -0.051, 0.085, 0.108, 0.145, 0.073, 0.038, 0.111, 0.106, 0.121, 0.114, 0.100, 0.007, 0.109, -0.101, 0.006, 0.006, -0.044, -0.003, 0.044, -0.053, -0.051, 0.022, -0.054, 0.078, 0.133, -0.070, 0.058, 0.050, -0.135, 0.041, -0.002, 0.012, 0.030, 0.039, -0.077, 0.051, 0.019, -0.060, 0.039, 0.064, -0.079, -0.005, 0.003, -0.088, 0.040, 0.003, -0.076],
  "homo_energy_ev": -9.8540,
  "relative_energy_kcal_mol": 14.8,
  "lumo_ev": -0.297,
  "e_tot_ha": -1335.75813,
  "homo_lumo_gap_ev": 9.56
}